No. 1
{
  "formula": "C11H20FN3O2",
  "method": "ωB97M-V/def2-TZVPD",
  "species": ["C", "C", "C", "C", "N", "C", "C", "C", "C", "C", "N", "N", "C", "C", "O", "O", "H", "H", "H", "H", "H", "H", "H", "H", "H", "H", "H", "H", "H", "H", "H", "H", "H", "H", "H", "H", "F"],
  "positions_angstrom": [[3.0659, -1.9255, -0.9565], [2.1100, -1.1629, -0.0982], [0.9184, -1.6996, 0.3096], [0.0716, -0.9270, 1.0735], [0.4246, 0.3037, 1.4272], [-0.5488, 1.1680, 2.1353], [-1.5264, 1.6626, 1.0529], [-2.9684, 1.0987, 1.1329], [-3.3382, 0.6638, -0.3001], [-2.7972, -0.7594, -0.5637], [-1.4614, -0.7238, -1.1863], [1.5529, 0.8642, 1.0661], [2.3784, 0.1640, 0.3191], [3.6356, 0.8877, -0.0912], [3.5890, 1.2788, -1.4472], [2.5257, 2.2455, -1.5297], [3.9419, -2.2327, -0.3774], [3.4242, -1.3040, -1.7787], [2.5918, -2.8113, -1.3761], [0.6233, -2.7006, 0.0226], [-0.9070, -1.2616, 1.3902], [0.0059, 1.9592, 2.6328], [-1.0500, 0.5495, 2.8789], [-1.5609, 2.7547, 1.0626], [-1.1143, 1.3645, 0.0889], [-2.9880, 0.2054, 1.7652], [-3.6612, 1.8100, 1.5871], [-2.8120, 1.3303, -0.9878], [-4.4044, 0.7457, -0.5204], [-2.6776, -1.2686, 0.4020], [-3.5152, -1.3488, -1.1409], [-1.5495, -1.0087, -2.1937], [-0.9522, -1.5286, -0.8432], [3.7893, 1.7489, 0.5637], [4.5020, 0.2249, -0.0278], [2.0953, 1.9652, -2.3515], [-1.4134, -2.3318, -3.1399]],
  "nbo_charge": [-0.6608, 0.0776, -0.1881, 0.1213, -0.0767, -0.2099, -0.4490, -0.3927, -0.4125, -0.2114, -0.9058, -0.1579, 0.1800, -0.1177, -0.2688, -0.4496, 0.2368, 0.2549, 0.2526, 0.2652, 0.2497, 0.2383, 0.2128, 0.2249, 0.2580, 0.1800, 0.2119, 0.2106, 0.2098, 0.1331, 0.2089, 0.4659, 0.3313, 0.2119, 0.2129, 0.4798, -0.9274],
  "lumo_energy_ev": -1.4,
  "multiplicity": 1,
  "homo_energy_ha": -0.259,
  "homo_lumo_gap_ev": 5.677
}

---

No. 2
{
  "formula": "C11H20FN5O10",
  "method": "ωB97M-V/def2-TZVPD",
  "species": ["C", "N", "O", "O", "H", "H", "H", "C", "N", "O", "O", "H", "H", "H", "C", "N", "O", "O", "H", "H", "H", "C", "N", "O", "O", "H", "H", "H", "C", "N", "O", "O", "H", "H", "H", "F", "C", "C", "C", "C", "C", "C", "H", "H", "H", "H", "H"],
  "positions_angstrom": [[14.5350, 11.6710, 17.0524], [14.3906, 10.5839, 18.0650], [14.3452, 11.0256, 19.2294], [14.1358, 9.3662, 17.7271], [13.5559, 12.1423, 16.9672], [14.8225, 11.1786, 16.1234], [15.4036, 12.2047, 17.4381], [11.3467, 9.3953, 15.9058], [11.5991, 8.8753, 14.4541], [12.3769, 9.5082, 13.7653], [11.0450, 7.8588, 14.0805], [11.4875, 10.4573, 16.1069], [12.0953, 8.7884, 16.4150], [10.2990, 9.1180, 16.0223], [11.0885, 13.6838, 14.0495], [12.2286, 12.8449, 13.4975], [12.3169, 12.6991, 12.2669], [12.9880, 12.3674, 14.3416], [10.5222, 14.1307, 13.2324], [11.4378, 14.4548, 14.7363], [10.4557, 12.9809, 14.5914], [8.7707, 18.4724, 15.2273], [8.7881, 18.6800, 16.6884], [8.0979, 19.5807, 17.1709], [9.4244, 17.9145, 17.4373], [9.2849, 17.5309, 15.0344], [9.1580, 19.3667, 14.7392], [7.6924, 18.3738, 15.1020], [13.0483, 17.0030, 18.5823], [12.1921, 17.6868, 19.6323], [11.3187, 17.0298, 20.1747], [12.4821, 18.8369, 19.9353], [13.1329, 15.9281, 18.7426], [14.0416, 17.4443, 18.4997], [12.5055, 17.2623, 17.6734], [12.1400, 13.9586, 17.4124], [11.2394, 13.5230, 18.3454], [11.1569, 12.1696, 18.7266], [10.1751, 11.6911, 19.6786], [9.3273, 12.6880, 20.2367], [9.4435, 14.0235, 19.8999], [10.2627, 14.4326, 18.8600], [11.7985, 11.4468, 18.2446], [10.2288, 10.6505, 19.9625], [8.5809, 12.2600, 20.8895], [8.8800, 14.7890, 20.4125], [10.3859, 15.4381, 18.4856]],
  "nbo_charge": [-0.4750, 0.4985, -0.3746, -0.3757, 0.2233, 0.2550, 0.2500, -0.4974, 0.5316, -0.3661, -0.3549, 0.1977, 0.2590, 0.2292, -0.4846, 0.5230, -0.3202, -0.3998, 0.2435, 0.2215, 0.2197, -0.4763, 0.5172, -0.3314, -0.4384, 0.2233, 0.2579, 0.2502, -0.4926, 0.5341, -0.4072, -0.3231, 0.2130, 0.2542, 0.2360, -0.2591, 0.5631, -0.2875, -0.0684, 0.0196, -0.2221, -0.1114, 0.2573, 0.2699, 0.2541, 0.2788, 0.2853],
  "lumo_energy_ev": [-4.9, -9.1],
  "multiplicity": 2,
  "homo_energy_ha": [-0.483, -0.483],
  "homo_lumo_gap_ev": [8.251, 4.073],
  "charge": 1
}

---

No. 3
{
  "formula": "C11H20I2N3OTl",
  "method": "ωB97M-V/def2-TZVPD",
  "species": ["C", "I", "H", "H", "H", "C", "C", "N", "H", "I", "N", "H", "Tl", "C", "O", "C", "C", "H", "H", "H", "C", "H", "H", "H", "C", "C", "C", "C", "N", "H", "H", "H", "H", "H", "H", "H", "H", "H"],
  "positions_angstrom": [[1.6039, 2.3187, -1.1154], [3.4258, -0.6174, -0.7771], [1.6294, 3.2929, -1.6513], [1.7458, 1.4912, -1.8199], [2.3910, 2.2465, -0.3519], [-0.2221, -1.8994, -3.7727], [-0.3428, -0.4478, -2.0426], [-0.1102, -1.7362, -2.3927], [-0.7831, -0.3749, -5.2745], [-3.3434, 0.0660, -0.4549], [-0.7006, 0.1733, -3.1987], [-0.0521, -2.8390, -4.2663], [-0.6089, 0.1699, -0.0078], [0.2703, 2.2203, -0.4546], [-0.5435, 3.0251, -0.0723], [-0.5848, -0.7017, -4.2721], [-1.0782, 1.5650, -3.3469], [-1.5808, 1.6546, -4.3178], [-0.1986, 2.2248, -3.3447], [-1.7643, 1.8672, -2.5469], [0.2084, -2.8006, -1.4661], [0.5837, -3.6575, -2.0385], [-0.6764, -3.1154, -0.9000], [0.9767, -2.4718, -0.7585], [1.2128, -0.7950, 3.8189], [-0.0288, -0.1806, 3.2100], [-1.2607, -0.7947, 3.8410], [-0.0181, 1.3094, 3.4705], [0.0160, -0.5662, 1.7535], [1.2228, -0.6298, 4.9017], [2.1135, -0.3540, 3.3760], [1.2411, -1.8682, 3.6212], [-1.2427, -0.6145, 4.9228], [-2.1725, -0.3535, 3.4199], [-1.2864, -1.8713, 3.6587], [0.8805, 1.7808, 3.0602], [-0.8909, 1.8040, 3.0338], [-0.0322, 1.4800, 4.5561]],
  "lowdin_charge": [-0.2027, -0.4430, 0.0641, -0.0324, 0.0329, -0.0502, -0.3064, -0.1227, 0.1053, -0.0327, -0.1149, 0.1077, 0.2362, -0.5595, -0.0999, -0.0616, -0.0402, 0.0852, 0.0907, 0.0516, -0.0603, 0.0859, 0.0931, 0.0160, -0.1131, -0.8242, -0.1187, -0.1038, -0.2588, 0.0567, 0.0727, 0.0628, 0.0517, 0.0682, 0.0613, 0.0737, 0.0714, 0.0579],
  "lumo_energy_ev": 4.6,
  "multiplicity": 1,
  "relative_energy_kcal_mol": 0.0,
  "homo_energy_ha": 0.027,
  "homo_lumo_gap_ev": 3.841,
  "charge": -2
}

---

No. 4
{
  "formula": "C11H20N3",
  "method": "ωB97M-V/def2-TZVPD",
  "species": ["C", "C", "C", "C", "C", "C", "C", "C", "C", "C", "C", "N", "N", "N", "H", "H", "H", "H", "H", "H", "H", "H", "H", "H", "H", "H", "H", "H", "H", "H", "H", "H", "H", "H"],
  "positions_angstrom": [[0.7701, 3.3296, -2.4232], [1.0770, 2.3626, -1.4482], [-0.4491, 3.2746, -2.9871], [-1.1227, 1.5676, -1.6579], [0.1351, 1.4884, -1.0272], [1.4233, -0.1815, 2.9223], [-1.3062, 0.1328, 1.5677], [0.5809, -2.2031, -0.9540], [-1.5016, -2.5164, 0.2659], [0.8873, -1.0649, 1.7785], [-0.0663, -0.4832, 0.7304], [-1.3783, 2.3812, -2.6698], [0.6715, 0.5008, -0.1206], [-0.5277, -1.6100, -0.2801], [1.5413, 3.9672, -2.8298], [2.0607, 2.3544, -1.1398], [-0.6270, 3.8489, -3.9119], [-1.8420, 0.8246, -1.3203], [1.8330, 0.7767, 2.5820], [0.6103, -0.0717, 3.8085], [2.0779, -0.9515, 3.3796], [-2.2362, -0.3337, 1.3397], [-1.1031, 0.1971, 2.5923], [-1.3581, 1.1571, 1.1646], [1.1645, -1.3486, -1.3513], [1.2594, -2.6461, -0.1309], [0.3211, -2.8902, -1.7571], [-1.2491, -2.9187, 1.3033], [-2.5925, -2.0936, 0.4754], [-1.6478, -3.3536, -0.5180], [1.7550, -1.4588, 1.2612], [0.3953, -1.9423, 2.1272], [1.4387, 1.0442, 0.2732], [-0.9947, -1.1398, -1.0447]],
  "nbo_charge": [-0.2055, -0.2012, 0.0140, -0.0144, 0.0828, -0.6123, -0.6491, -0.4436, -0.4604, -0.4485, 0.3774, -0.3676, -0.6731, -0.3939, 0.2363, 0.2121, 0.2101, 0.1608, 0.2273, 0.2220, 0.2470, 0.2208, 0.2423, 0.2421, 0.2647, 0.2301, 0.2476, 0.2482, 0.2579, 0.2504, 0.2125, 0.2163, 0.4110, 0.4358],
  "lumo_energy_ev": -2.6,
  "multiplicity": 1,
  "relative_energy_kcal_mol": 49.2,
  "smiles": "CC[C@@](C)(Nc1cccnc1)[NH+](C)C",
  "homo_energy_ha": -0.444,
  "homo_lumo_gap_ev": 9.442,
  "charge": 1
}

---

Number 1: calculated total energy -23007.9340 eV. Number 2: calculated total energy -42349.1737 eV. Number 3: calculated total energy -39141.2652 eV. Number 4: calculated total energy -16193.1404 eV.